No. 1
Below is C22H26O3 in the gas phase at a distorted geometry, with properties calculated with wB97M-V/def2-TZVPD.

Frontier orbital gap (eV): 9.074
Charge: 0
Energy (eV): -29379.111
Energy relative to the best compared isomer or geometry (same formula, charge and spin) (kJ/mol): 18.5

The geometry in XYZ format:
```
51
Properties=species:S:1:pos:R:3:nbo_charge:R:1
C 0.59 1.52 -0.05 0.59
H 0.59 1.34 3.02 0.24
H 0.39 -3.09 -0.54 0.22
H -0.92 2.75 -1.01 0.23
H -0.39 -2.96 -2.91 0.22
H -4.50 -2.41 1.34 0.21
C -0.20 -2.04 -2.35 -0.19
O 1.43 4.31 0.68 -0.58
H 0.70 6.72 -3.04 0.21
H 0.81 -1.00 0.73 0.23
O 1.55 1.46 0.71 -0.52
H -0.65 2.12 4.03 0.22
H -1.73 -1.10 3.55 0.20
C 0.83 6.20 -0.95 -0.07
C 0.58 4.04 -0.15 0.82
C -0.14 0.39 -2.23 -0.21
H -1.44 4.92 1.78 0.22
H -4.01 2.91 -0.08 0.22
H 0.52 6.59 0.03 0.19
C -1.10 2.87 1.17 -0.26
H -2.69 2.44 -1.16 0.21
H -0.33 2.98 1.96 0.25
C -3.51 -0.06 0.85 -0.22
C -0.29 2.78 -0.11 -0.42
H -4.27 -2.25 3.09 0.22
H -2.91 3.92 1.80 0.22
C -3.76 -2.22 2.12 -0.63
H -0.27 0.41 4.26 0.21
C 0.46 -0.95 -0.30 -0.18
C -3.45 2.05 -0.48 -0.64
H 1.92 6.11 -0.97 0.20
H -0.69 -0.73 -4.00 0.22
H -0.77 7.08 -2.11 0.21
C -0.38 1.20 3.51 -0.65
O 0.24 4.89 -1.14 -0.52
C -2.91 1.18 0.62 -0.02
H -4.15 1.47 -1.10 0.22
C 0.23 -2.12 -1.02 -0.22
H -3.02 -3.03 2.12 0.22
H -0.22 1.37 -2.70 0.21
C -1.84 1.57 1.44 0.04
H -2.25 4.51 0.24 0.21
C -1.46 0.77 2.54 -0.01
C -1.98 4.13 1.24 -0.62
H -4.35 -0.37 0.21 0.20
C -3.10 -0.90 1.89 -0.01
C 0.24 0.31 -0.88 -0.07
C -2.06 -0.47 2.72 -0.22
H 0.67 8.09 -1.92 0.22
C -0.37 -0.78 -2.95 -0.22
C 0.32 7.06 -2.07 -0.63
```


No. 2
Below is a molecular structure, C44H46BrN2O6STa at a distorted geometry, with properties calculated with wB97M-V/def2-TZVPD.

Frontier orbital gap (eV): 5.743
Charge: +2
Energy (eV): -144054.151
Energy relative to the best compared isomer or geometry (same formula, charge and spin) (kJ/mol): 295.5

The geometry in XYZ format:
```
101
Properties=species:S:1:pos:R:3:mulliken_charge:R:1
C -2.32 -0.51 -2.22 -0.26
O -0.05 1.73 2.66 -0.53
H 1.71 -1.34 -0.92 1.66
C -4.95 -0.87 0.89 -0.77
H 3.23 2.93 -2.53 0.46
C 1.13 -0.75 -5.14 -1.51
C 1.88 1.61 3.98 0.85
H -2.05 -3.57 0.15 0.51
Ta -0.75 0.57 1.30 0.53
C 5.66 1.74 -0.49 -0.71
C 4.98 2.57 -1.38 -0.82
C -1.57 -1.70 -2.02 -0.03
H -4.27 2.26 2.85 0.55
H 0.80 -1.67 -5.63 0.41
C 3.61 2.43 -1.64 -0.13
C 1.11 2.31 2.88 0.24
H 0.20 -0.17 -4.95 0.28
C 2.82 1.53 -0.93 -0.09
C 1.28 1.39 -1.16 2.43
H 5.53 3.35 -1.86 0.49
C 4.84 0.83 0.23 -0.98
S -2.98 1.39 1.09 0.05
H 2.05 -3.11 -1.29 0.48
H -4.66 -1.63 -4.41 0.51
H -4.87 0.75 -0.45 0.36
H 3.20 2.51 7.00 0.41
C -3.03 -2.81 -3.60 -0.87
H -2.68 3.13 2.76 0.43
O -0.82 -1.03 0.18 0.02
C 1.27 -3.67 -0.77 -0.78
C -1.03 -3.93 -0.03 -0.37
H -4.90 -1.35 -0.10 0.35
H 2.34 -1.41 5.29 0.47
C 2.75 0.44 6.31 -0.65
C -0.73 -5.27 0.39 -0.98
C -0.04 -3.14 -0.62 -0.67
C 2.87 1.81 6.21 -0.63
C 2.43 2.39 5.00 -0.69
C -3.80 -1.68 -3.77 -0.96
C 0.90 -1.16 -1.67 -0.67
H 5.25 0.31 1.12 0.36
H -3.18 -3.69 -4.21 0.44
C 0.56 3.80 -1.00 -0.69
N -1.90 0.17 3.47 -0.23
C -3.41 -0.53 -2.99 -1.26
H -4.57 -2.11 3.90 0.44
C 1.46 -4.99 -0.40 -0.73
C 0.99 0.27 -2.19 -1.61
H 3.21 -2.42 -4.74 0.40
C 0.54 5.07 -1.53 -0.71
H -2.06 2.08 4.58 0.30
H -1.38 -3.81 -2.59 0.35
H 0.90 2.13 -3.92 0.47
H -3.99 -2.51 1.57 0.22
H -1.54 -5.85 0.72 0.51
C 0.48 -5.85 0.16 -0.81
H -3.53 1.09 4.58 0.55
H 2.94 -0.16 7.19 0.43
H 1.70 -0.14 -5.88 0.34
Br 0.94 -0.89 2.74 -0.04
C -2.67 1.38 3.92 -0.59
O 1.13 -1.86 -2.94 -0.40
H 0.40 3.74 0.04 0.21
H 0.02 0.53 -2.68 1.01
C -1.96 -2.84 -2.72 -0.15
H 2.45 3.45 4.87 0.51
H -2.03 -1.92 3.52 0.39
C -4.09 -1.33 3.27 -0.89
C 0.86 2.71 -1.82 -0.15
C 3.48 0.77 0.05 0.03
H -1.08 0.15 4.05 0.14
C 1.93 -1.00 -3.87 0.99
O 1.49 3.39 2.39 -0.58
H -6.01 -1.07 1.11 0.35
H -3.98 0.40 -3.17 0.51
H -5.33 1.26 1.25 0.65
H -4.71 -0.44 3.47 0.36
H 0.73 -6.90 0.35 0.45
C 0.82 2.93 -3.22 -0.33
C 0.87 4.23 -3.76 -0.95
O 2.01 0.28 -3.19 -0.20
C 0.66 5.31 -2.92 -0.73
H 3.89 -1.79 -3.10 0.33
C 2.28 -0.32 5.22 -0.55
O 0.56 1.37 0.11 1.18
N -4.07 -1.53 1.85 -0.04
H 0.71 6.30 -3.29 0.44
H 6.76 1.91 -0.40 0.39
C -2.65 -1.10 3.85 -0.83
H -2.67 -1.14 4.97 0.50
H 3.99 -0.95 -4.65 0.37
H -1.98 0.47 -1.84 0.68
C -3.20 2.14 2.74 -0.82
H 0.97 4.40 -4.82 0.50
C -4.66 0.58 0.68 -0.69
H 0.53 5.91 -0.85 0.47
C 1.73 0.23 4.10 0.16
H 2.93 0.18 0.79 0.13
C 3.32 -1.58 -4.02 -1.51
H 2.49 -5.39 -0.49 0.40
C -0.41 -1.72 -1.05 3.15
```


Which of these has the lowest charge?
C22H26O3


The lowest energy relative to the best compared isomer or geometry (same formula, charge and spin) belongs to which entry?
C22H26O3


Which value of charge does entry 2 give?
+2